Here is a molecular structure, C23H28AuClN5O5Se from the Open Molecules 2025 dataset. Energies are from ωB97M-V/def2-TZVPD.

total energy	-4540.35202	Ha
energy above the lowest of the compared OMol25 structures with the same formula, charge and spin	0.0	kcal per mole
E_LUMO	-3.531	eV
net charge	+1

Each line ends with the Löwdin charge.
CARTESIAN COORDINATES (ANGSTROEM)
Au1 -0.265 1.460 0.884  1.336
N1 -4.218 1.679 1.830  0.252
C1 -2.936 1.391 1.749  -0.454
O1 -2.194 2.096 1.006  -0.078
C2 -2.329 0.261 2.508  -0.142
C3 -1.058 -0.180 1.783  -0.264
H1 -4.590 2.448 1.292  0.142
H2 -4.843 1.130 2.395  0.140
H3 -3.040 -0.565 2.585  0.135
H4 -2.128 0.608 3.525  0.139
H5 -1.317 -0.815 0.934  0.010
H6 -0.355 -0.709 2.417  0.043
N2 3.896 4.568 0.918  0.198
C4 4.582 3.421 1.131  -0.500
O2 5.738 3.361 1.486  0.090
C5 3.795 2.159 0.887  -0.094
C6 4.422 1.041 0.355  0.044
C7 3.669 -0.092 0.112  -0.014
C8 2.311 -0.090 0.380  -0.089
N3 1.716 0.996 0.896  -0.068
C9 2.452 2.091 1.168  -0.067
H7 4.391 5.437 1.032  0.126
H8 3.003 4.582 0.451  0.104
H9 5.484 1.081 0.147  0.138
H10 4.114 -0.987 -0.299  0.119
H11 1.731 -0.995 0.231  0.012
H12 1.932 2.932 1.599  0.117
C10 -3.213 3.681 -1.633  -0.020
C11 -3.463 2.222 -1.913  -0.196
C12 -4.767 1.792 -2.149  -0.069
C13 -5.061 0.455 -2.361  -0.670
Cl1 -6.707 -0.024 -2.624  0.680
C14 -4.060 -0.500 -2.353  -0.095
C15 -2.755 -0.089 -2.140  0.004
C16 -2.459 1.250 -1.926  -0.249
O3 -1.139 1.517 -1.620  -0.133
C17 -0.455 2.592 -2.263  -0.080
C18 0.047 3.628 -1.260  -0.614
O4 0.182 4.776 -1.608  0.091
O5 0.405 3.195 -0.072  -0.202
H13 -4.131 4.154 -1.285  0.087
H14 -2.896 4.224 -2.525  0.098
H15 -2.449 3.829 -0.873  0.069
H16 -5.571 2.516 -2.156  0.115
H17 -4.296 -1.541 -2.522  0.110
H18 -1.942 -0.805 -2.137  0.123
H19 -1.076 3.076 -3.011  0.131
H20 0.416 2.163 -2.764  0.143
C19 2.901 -3.808 2.449  -0.027
N4 2.528 -4.656 1.332  -0.128
C20 3.206 -5.797 0.946  -0.037
C21 2.551 -6.306 -0.115  -0.034
N5 1.480 -5.472 -0.367  -0.131
C22 0.502 -5.647 -1.428  -0.038
C23 1.467 -4.454 0.518  -0.717
Se1 0.226 -3.083 0.579  0.654
H21 3.260 -4.431 3.265  0.098
H22 2.020 -3.256 2.767  0.053
H23 3.682 -3.107 2.156  0.093
H24 4.082 -6.143 1.465  0.128
H25 2.742 -7.183 -0.705  0.127
H26 0.680 -6.609 -1.901  0.094
H27 0.598 -4.849 -2.162  0.091
H28 -0.500 -5.619 -1.008  0.079


Here is a single C3H9NOSi molecule in a non-equilibrium geometry from the Open Molecules 2025 dataset. Energies are from ωB97M-V/def2-TZVPD.

total energy	-539.08946	Ha
energy above the lowest of the compared OMol25 structures with the same formula, charge and spin	69.8	kcal per mole
E_LUMO (spin up / spin down)	-0.649 / -0.648	eV

Each line ends with the Löwdin charge.
CARTESIAN COORDINATES (ANGSTROEM)
C1 1.031 -1.522 0.611  -0.095
C2 0.516 1.955 -0.879  -0.203
C3 -0.449 -1.511 0.437  -0.340
N1 -1.190 -0.322 0.728  0.016
O1 -1.967 0.254 -0.938  -0.230
Si1 -1.115 1.238 -0.066  0.331
H1 1.303 -2.337 1.165  0.036
H2 1.617 -1.554 -0.372  0.106
H3 1.374 -0.642 1.131  0.068
H4 0.193 2.620 -1.702  0.013
H5 1.085 2.520 -0.103  0.018
H6 1.137 1.075 -1.327  0.053
H7 -1.046 -2.230 1.032  0.121
H8 -0.525 -1.734 -0.612  0.110
H9 -1.964 2.189 0.894  -0.003


Here is a single C4H3N3O molecule in a non-equilibrium geometry from the Open Molecules 2025 dataset. Energies are from ωB97M-V/def2-TZVPD.

total energy	-393.65206	Ha
energy above the lowest of the compared OMol25 structures with the same formula, charge and spin	42.3	kcal per mole
E_LUMO	0.767	eV

Each line ends with the Löwdin charge.
CARTESIAN COORDINATES (ANGSTROEM)
C1 -1.584 0.668 0.114  -0.084
C2 -0.531 -0.177 -1.616  -0.143
C3 1.556 -0.647 -0.041  -0.080
C4 -0.365 0.276 0.515  -0.283
H1 -2.345 1.270 0.672  0.126
H2 -0.378 -0.591 -2.571  0.105
H3 2.329 -1.105 -0.644  0.137
N1 -1.635 0.449 -1.253  0.058
N2 0.294 -0.356 -0.528  0.038
N3 1.658 -0.402 1.228  0.107
O1 0.466 0.234 1.573  0.019